Record 1
The following is a DFT calculation (ωB97M-V with the def2-TZVPD basis set) of a gas-phase ion, CHCl3O2P (charge -1) at a distorted geometry.

HOMO energy: -0.145 Eh
charge: -1
HOMO-LUMO gap: 7.3020 eV
relative energy (zero: lowest compared OMol25 entry of this formula, charge and spin): 1.128 eV
SMILES: [O-]P(O)C(Cl)(Cl)Cl
spin multiplicity: 1

Each line ends with the natural charge from an NBO analysis.
Positions of all 8 atoms, in Å:
O: -1.200 -1.428 0.817  -1.18
P: -0.528 0.181 1.035  1.28
O: 0.889 -0.286 1.711  -1.05
C: -0.052 0.615 -0.906  -0.43
Cl: 0.400 2.347 -1.070  -0.07
Cl: -1.403 0.343 -1.937  0.01
Cl: 1.285 -0.453 -1.513  -0.07
H: 0.608 -1.319 1.861  0.52

---

Record 2
The following is a DFT calculation (ωB97M-V with the def2-TZVPD basis set) of a single C5H9N3 molecule at a distorted geometry.

HOMO energy (alpha / beta): -0.314 / -0.301 Eh
HOMO-LUMO gap (alpha / beta): 7.8506 / 6.9215 eV
relative energy (zero: lowest compared OMol25 entry of this formula, charge and spin): 5.756 eV
spin multiplicity: 1

Each line ends with the natural charge from an NBO analysis.
Positions of all 17 atoms, in Å:
C: 1.178 0.347 1.404  -0.62
C: -0.127 0.506 -0.978  0.51
C: 0.189 -0.344 0.476  -0.21
N: -0.557 -0.382 -1.992  -0.83
C: -1.336 0.340 0.757  0.09
C: 0.242 -1.714 0.393  -0.22
N: -1.659 1.078 -0.167  -0.43
N: 0.753 1.440 -1.162  -0.68
H: -1.456 -0.804 -1.790  0.38
H: -0.612 0.116 -2.872  0.39
H: 0.328 2.333 -1.395  0.36
H: -1.776 0.092 1.721  0.20
H: 1.106 -0.080 2.407  0.21
H: 2.195 0.218 1.035  0.23
H: 0.987 1.417 1.459  0.23
H: 0.914 -2.298 1.013  0.19
H: -0.370 -2.265 -0.308  0.19

---

Record 3
The following is a DFT calculation (ωB97M-V with the def2-TZVPD basis set) of a molecular structure, C48H106O40P7Zr at a distorted geometry.

HOMO energy: -0.415 Eh
charge: +1
HOMO-LUMO gap: 3.6039 eV
relative energy (zero: lowest compared OMol25 entry of this formula, charge and spin): 28.560 eV
spin multiplicity: 1

Each line ends with the Mulliken charge.
Positions of all 202 atoms, in Å:
Zr: 2.356 1.278 2.161  1.87
P: 0.453 -0.743 -0.962  0.78
O: 1.770 -1.201 -0.278  -0.31
O: 1.060 0.668 -1.012  -0.35
O: -0.170 -0.455 0.428  -0.41
O: -0.114 -1.551 -2.156  -0.59
C: 6.965 -4.545 8.932  -1.12
C: 5.718 -3.842 8.214  -0.41
O: 5.377 -4.639 7.152  0.00
P: 3.954 -4.387 6.477  0.63
O: 3.838 -3.105 5.680  -0.75
O: 3.736 -5.718 5.579  -0.29
C: 4.601 -6.135 4.574  -0.28
C: 5.709 -6.991 5.111  -1.05
O: 2.868 -4.581 7.625  -0.20
C: 2.837 -5.795 8.370  0.05
C: 1.863 -5.555 9.518  -1.29
H: 7.718 -4.507 8.145  0.28
H: 7.176 -3.885 9.773  0.40
H: 6.760 -5.544 9.315  0.29
H: 4.879 -3.651 8.884  0.34
H: 5.991 -2.836 7.895  0.32
H: 4.139 -6.677 3.749  0.36
H: 5.068 -5.315 4.028  0.29
H: 6.410 -6.468 5.761  0.22
H: 5.326 -7.736 5.808  0.28
H: 6.303 -7.467 4.331  0.40
H: 2.575 -6.597 7.680  0.32
H: 3.742 -6.075 8.910  0.20
H: 2.242 -4.712 10.095  0.30
H: 0.871 -5.325 9.131  0.32
H: 1.798 -6.386 10.219  0.40
C: 9.826 2.272 -1.207  -0.87
C: 9.849 2.169 0.354  -0.29
O: 10.149 0.902 0.892  -0.34
P: 9.032 -0.325 0.720  0.87
O: 7.563 0.034 0.933  -0.72
O: 9.669 -1.372 1.791  -0.34
C: 10.870 -2.147 1.548  -0.23
C: 10.839 -3.629 1.494  -1.12
O: 9.411 -0.899 -0.739  -0.20
C: 8.611 -1.868 -1.421  -0.16
C: 7.771 -1.376 -2.606  -1.32
H: 9.117 1.541 -1.598  0.13
H: 9.583 3.240 -1.645  0.38
H: 10.707 1.945 -1.759  0.28
H: 10.602 2.874 0.706  0.30
H: 8.978 2.583 0.863  0.30
H: 11.400 -1.814 0.655  0.26
H: 11.568 -1.760 2.291  0.42
H: 11.780 -3.975 1.064  0.33
H: 10.825 -3.970 2.529  0.32
H: 9.982 -4.061 0.978  0.28
H: 9.362 -2.547 -1.823  0.33
H: 7.932 -2.382 -0.741  0.36
H: 7.355 -2.161 -3.238  0.36
H: 6.977 -0.785 -2.151  0.31
H: 8.212 -0.577 -3.202  0.32
C: -8.937 -6.193 -14.677  -1.10
C: -7.671 -6.369 -13.851  -0.23
O: -8.108 -6.285 -12.465  -0.29
P: -8.108 -4.842 -11.700  0.90
O: -8.046 -3.616 -12.572  -0.69
O: -9.423 -4.953 -10.742  -0.38
C: -10.612 -5.243 -11.439  0.05
C: -11.715 -4.756 -10.613  -1.27
O: -6.934 -4.974 -10.598  -0.30
C: -5.573 -4.761 -10.974  -0.01
C: -4.713 -5.201 -9.853  -1.34
H: -9.677 -6.968 -14.478  0.28
H: -9.403 -5.223 -14.498  0.24
H: -8.718 -6.209 -15.744  0.39
H: -7.149 -7.304 -14.052  0.40
H: -6.975 -5.580 -14.135  0.28
H: -10.588 -4.939 -12.485  0.23
H: -10.615 -6.333 -11.462  0.27
H: -12.499 -5.066 -11.304  0.37
H: -11.697 -5.251 -9.642  0.29
H: -11.753 -3.676 -10.470  0.32
H: -5.265 -5.142 -11.948  0.31
H: -5.448 -3.680 -10.909  0.22
H: -4.735 -6.273 -9.654  0.34
H: -3.664 -5.029 -10.096  0.41
H: -4.771 -4.666 -8.906  0.30
C: -3.268 3.408 10.741  -1.17
C: -3.819 2.396 9.691  -0.18
O: -2.746 2.311 8.730  -0.24
P: -2.087 0.889 8.315  0.98
O: -1.202 0.993 7.129  -0.73
O: -1.276 0.407 9.656  -0.36
C: -0.282 1.308 10.149  -0.21
C: -0.133 1.104 11.685  -1.26
O: -3.347 -0.161 8.150  -0.27
C: -4.120 -0.114 6.961  -0.30
C: -5.391 -0.918 7.284  -1.12
H: -3.217 4.382 10.253  0.31
H: -4.008 3.667 11.499  0.42
H: -2.393 3.147 11.336  0.22
H: -4.039 1.449 10.185  0.30
H: -4.737 2.707 9.193  0.33
H: 0.693 1.170 9.681  0.32
H: -0.572 2.342 9.964  0.31
H: 0.361 1.993 12.076  0.35
H: -1.148 1.045 12.078  0.32
H: 0.349 0.168 11.968  0.35
H: -4.353 0.908 6.661  0.29
H: -3.513 -0.416 6.107  0.36
H: -6.067 -0.495 8.027  0.30
H: -5.927 -0.677 6.366  0.38
H: -5.255 -1.998 7.341  0.28
C: 2.894 7.713 -3.733  -0.94
C: 4.025 6.908 -3.041  -0.32
O: 4.674 7.775 -2.102  -0.37
P: 4.251 7.694 -0.505  0.78
O: 4.128 6.288 0.068  -0.69
O: 5.347 8.723 0.224  -0.31
C: 5.248 8.969 1.613  -0.36
C: 6.167 10.232 1.996  -1.11
O: 2.894 8.624 -0.488  -0.18
C: 2.928 9.923 -1.058  0.00
C: 1.663 10.649 -0.832  -1.37
H: 2.474 6.990 -4.432  0.38
H: 2.261 8.166 -2.970  0.23
H: 3.360 8.510 -4.313  0.26
H: 3.574 6.116 -2.444  0.30
H: 4.712 6.520 -3.793  0.35
H: 4.190 9.052 1.864  0.32
H: 5.465 8.075 2.197  0.40
H: 6.032 10.335 3.073  0.36
H: 7.206 10.146 1.679  0.30
H: 5.802 11.175 1.589  0.30
H: 3.757 10.423 -0.556  0.29
H: 3.321 10.031 -2.069  0.34
H: 1.844 11.712 -0.993  0.40
H: 0.767 10.387 -1.395  0.32
H: 1.398 10.673 0.225  0.32
C: -4.593 6.142 -1.064  -1.27
C: -3.777 5.517 0.172  -0.38
O: -3.472 6.534 1.124  -0.28
P: -2.780 6.053 2.503  0.93
O: -1.576 5.173 2.545  -0.73
O: -3.983 5.470 3.355  -0.21
C: -5.227 6.135 3.427  -0.30
C: -6.346 5.543 2.481  -0.97
O: -2.464 7.482 3.193  -0.35
C: -1.880 7.449 4.544  -0.35
C: -2.711 8.249 5.498  -1.01
H: -3.965 6.738 -1.726  0.38
H: -4.963 5.280 -1.618  0.37
H: -5.446 6.789 -0.858  0.33
H: -4.422 4.712 0.524  0.37
H: -2.825 5.102 -0.159  0.41
H: -5.489 6.235 4.481  0.45
H: -5.100 7.183 3.157  0.31
H: -5.993 5.594 1.451  0.02
H: -6.476 4.472 2.635  0.31
H: -7.304 6.029 2.665  0.39
H: -1.647 6.431 4.854  0.33
H: -0.861 7.826 4.451  0.36
H: -3.779 8.034 5.536  0.23
H: -2.308 8.269 6.510  0.36
H: -2.668 9.257 5.084  0.28
C: -0.161 0.671 -7.770  -0.31
C: 1.295 0.322 -7.474  -0.27
O: 1.969 0.949 -8.546  -0.32
C: 1.123 1.194 -9.567  0.70
O: 1.339 1.489 -10.786  -0.57
O: -0.121 0.915 -9.120  -0.31
H: -0.399 1.648 -7.348  0.27
H: -0.848 -0.118 -7.462  0.28
H: 1.478 -0.752 -7.504  0.27
H: 1.591 0.739 -6.511  0.26
C: -4.510 -5.225 0.620  -0.47
C: -3.281 -5.842 1.300  -0.24
O: -3.890 -6.942 1.899  -0.32
C: -5.190 -6.987 1.753  0.67
O: -5.985 -7.828 2.082  -0.53
O: -5.599 -5.833 1.201  -0.32
H: -4.490 -5.454 -0.446  0.26
H: -4.379 -4.143 0.625  0.35
H: -2.938 -5.112 2.033  0.33
H: -2.769 -6.145 0.386  0.27
C: 1.981 -7.383 -3.763  -0.19
C: 2.678 -7.829 -4.976  -0.28
O: 2.613 -9.175 -5.061  -0.32
C: 2.203 -9.678 -3.867  0.68
O: 2.267 -10.870 -3.536  -0.55
O: 1.800 -8.660 -3.108  -0.32
H: 1.036 -6.892 -3.996  0.25
H: 2.605 -6.729 -3.154  0.23
H: 3.716 -7.497 -4.938  0.24
H: 2.185 -7.434 -5.864  0.26
C: -6.344 -0.053 -4.802  -0.23
C: -7.533 0.105 -5.733  -0.21
O: -8.625 0.357 -4.858  -0.34
C: -8.192 0.418 -3.560  0.68
O: -8.886 0.521 -2.576  -0.53
O: -6.867 0.220 -3.515  -0.34
H: -5.526 0.647 -4.972  0.24
H: -6.007 -1.089 -4.789  0.23
H: -7.735 -0.860 -6.197  0.22
H: -7.430 0.914 -6.457  0.27